No. 1
{
  "formula": "C24H30O3PdSiTe",
  "method": "ωB97M-V with the def2-TZVPD basis set",
  "elements": ["Pd", "C", "O", "C", "C", "O", "C", "C", "O", "C", "H", "H", "H", "H", "H", "H", "H", "H", "H", "H", "H", "H", "H", "H", "Te", "C", "C", "C", "C", "C", "C", "H", "H", "H", "H", "H", "C", "C", "C", "C", "C", "C", "Si", "C", "C", "C", "C", "C", "C", "H", "H", "H", "H", "H", "H", "H", "H", "H", "H", "H"],
  "coordinates": [[-0.027, -1.087, 0.387], [1.626, -0.359, 3.466], [2.846, -0.886, 2.984], [3.610, 0.050, 2.265], [3.013, 0.536, 0.948], [3.813, 0.052, -0.122], [3.522, 0.692, -1.347], [2.097, 0.520, -1.865], [2.130, -0.188, -3.095], [0.829, -0.640, -3.437], [1.813, 0.429, 4.212], [1.084, -1.183, 3.926], [0.996, 0.034, 2.661], [4.552, -0.451, 2.033], [3.835, 0.916, 2.908], [3.014, 1.637, 0.917], [1.962, 0.214, 0.813], [4.199, 0.258, -2.085], [3.762, 1.763, -1.248], [1.624, 1.498, -2.023], [1.452, -0.019, -1.145], [0.155, 0.206, -3.630], [0.406, -1.248, -2.631], [0.924, -1.242, -4.341], [0.936, -3.602, 0.053], [-0.883, -4.689, -0.024], [-2.122, -4.071, 0.180], [-3.304, -4.798, 0.133], [-3.289, -6.166, -0.119], [-2.066, -6.793, -0.327], [-0.885, -6.065, -0.280], [-2.139, -3.002, 0.370], [-4.246, -4.285, 0.295], [-4.214, -6.732, -0.155], [-2.031, -7.860, -0.529], [0.060, -6.570, -0.447], [0.010, 4.210, 3.422], [0.812, 3.804, 2.361], [0.369, 2.817, 1.491], [-0.890, 2.211, 1.615], [-1.673, 2.645, 2.691], [-1.235, 3.618, 3.584], [-1.386, 0.736, 0.462], [-1.676, 1.625, -1.238], [-2.665, 1.134, -2.102], [-2.852, 1.635, -3.383], [-2.051, 2.668, -3.857], [-1.071, 3.186, -3.021], [-0.892, 2.669, -1.743], [0.354, 4.970, 4.115], [1.795, 4.243, 2.223], [1.034, 2.479, 0.705], [-2.653, 2.201, 2.832], [-1.871, 3.917, 4.412], [-2.855, 0.676, 0.860], [-3.298, 0.320, -1.762], [-3.624, 1.212, -4.018], [-2.188, 3.059, -4.859], [-0.433, 3.993, -3.367], [-0.116, 3.101, -1.121]],
  "homo_lumo_gap_ha": 0.182,
  "total_charge": -2,
  "e_lumo_ev": 4.68,
  "de_lowest_kj_mol": 30.0
}

***

No. 2
{
  "formula": "C24H31AsN5O6PS4Tc",
  "method": "ωB97M-V with the def2-TZVPD basis set",
  "elements": ["Tc", "N", "C", "C", "C", "C", "C", "C", "C", "C", "N", "C", "H", "H", "H", "H", "H", "H", "H", "H", "S", "As", "S", "S", "S", "N", "C", "P", "O", "O", "C", "N", "H", "H", "H", "H", "H", "H", "H", "H", "H", "H", "O", "C", "O", "C", "C", "C", "C", "C", "C", "N", "O", "O", "H", "H", "H", "H", "C", "C", "C", "C", "C", "C", "H", "H", "H", "H", "H", "H", "H", "H", "H"],
  "coordinates": [[-0.180, -0.172, 0.237], [0.486, 1.879, -0.001], [-0.617, 2.812, -0.104], [-0.474, 4.152, -0.324], [-1.617, 4.975, -0.441], [-2.873, 4.448, -0.333], [-3.045, 3.062, -0.091], [-4.303, 2.438, 0.045], [-4.375, 1.094, 0.307], [-3.191, 0.359, 0.427], [-1.996, 0.907, 0.276], [-1.900, 2.251, 0.023], [1.155, 2.163, 0.710], [0.997, 1.830, -0.899], [0.512, 4.587, -0.425], [-1.486, 6.032, -0.625], [-3.746, 5.078, -0.432], [-5.205, 3.029, -0.056], [-5.324, 0.590, 0.417], [-3.214, -0.702, 0.648], [-1.194, -5.164, -0.720], [-3.076, -5.260, 0.583], [-1.033, -3.205, -1.213], [-0.572, -2.311, 0.511], [-3.317, -3.392, 1.312], [-1.918, 0.943, 5.481], [-0.512, 0.628, 5.055], [-0.649, -0.537, 3.625], [-1.928, -1.271, 3.883], [-0.406, 0.257, 2.373], [0.664, -1.831, 3.816], [-0.042, -3.151, 3.927], [-2.489, 0.091, 5.334], [-2.330, 1.682, 4.908], [-1.972, 1.241, 6.459], [-0.026, 0.143, 5.901], [0.012, 1.551, 4.819], [1.274, -1.681, 4.705], [1.319, -1.837, 2.944], [-0.001, -3.665, 3.043], [-1.048, -2.945, 4.108], [0.337, -3.747, 4.665], [1.266, 1.016, -2.465], [0.400, 0.196, -2.661], [-0.159, -0.500, -1.627], [-0.118, -0.191, -3.987], [0.594, 0.229, -5.111], [0.140, -0.099, -6.376], [-1.030, -0.828, -6.480], [-1.766, -1.245, -5.385], [-1.296, -0.925, -4.125], [-1.533, -1.177, -7.834], [-2.585, -1.774, -7.885], [-0.851, -0.837, -8.772], [1.501, 0.805, -4.987], [0.667, 0.199, -7.270], [-2.679, -1.801, -5.538], [-1.859, -1.225, -3.252], [4.923, 0.570, -0.233], [4.376, -0.602, 0.599], [4.925, -0.532, 2.035], [4.752, -1.941, -0.053], [2.919, -0.495, 0.661], [1.700, -0.400, 0.673], [6.000, 0.452, -0.346], [4.734, 1.522, 0.261], [4.474, 0.591, -1.225], [6.014, -0.524, 1.986], [4.619, -1.400, 2.620], [4.603, 0.376, 2.543], [5.838, -2.019, -0.097], [4.366, -2.005, -1.069], [4.371, -2.783, 0.523]],
  "homo_lumo_gap_ha": [0.202, 0.202],
  "total_charge": 3,
  "e_lumo_ev": [-10.51, -10.51],
  "de_lowest_kj_mol": 0.0
}